DFT (wB97M-V/def2-TZVPD) results for C21H19CdI2N8O7 as an isolated structure in a non-equilibrium geometry.

Properties
Charge = -1
Relative energy (zero: lowest compared OMol25 entry of this formula, charge and spin) = 3.7 kcal per mole
Energy = -2539.5498 a.u.
HOMO energy = -5.49 eV
Maximum force = 0.055 Eh/bohr
Kohn-Sham gap = 7.15 eV

Last column: natural (NBO) charge in e.
Cartesian coordinates (Å):
1 Cd -0.342 0.288 -0.520  1.7371
2 I -1.630 -6.844 0.530  0.0902
3 C -0.759 -4.921 0.510  -0.2084
4 C 0.367 -4.705 -0.341  -0.2661
5 C 0.959 -3.483 -0.277  -0.2603
6 I 2.551 -3.076 -1.542  0.1356
7 C 0.494 -2.389 0.529  0.4368
8 O 1.011 -1.228 0.470  -0.8926
9 C -0.645 -2.618 1.376  -0.1710
10 C -1.300 -1.520 2.097  -0.2470
11 N -2.024 -0.578 1.133  -0.7030
12 C -3.144 -1.199 0.420  -0.2652
13 C -2.641 -1.928 -0.842  0.2456
14 C -3.175 -3.166 -1.215  -0.2534
15 C -2.808 -3.686 -2.445  -0.1310
16 C -1.840 -3.048 -3.174  -0.2696
17 C -1.309 -1.921 -2.666  0.0675
18 N -1.673 -1.328 -1.508  -0.5639
19 C -1.234 -3.911 1.366  -0.2210
20 H 0.817 -5.558 -0.824  0.2345
21 H -1.898 -1.979 2.928  0.1940
22 H -0.500 -0.802 2.555  0.2262
23 H -2.269 0.330 1.597  0.4026
24 H -3.687 -1.925 1.026  0.1884
25 H -3.834 -0.336 0.158  0.2329
26 H -3.893 -3.666 -0.513  0.2289
27 H -3.172 -4.644 -2.770  0.2192
28 H -1.389 -3.503 -3.999  0.2268
29 H -0.487 -1.426 -3.114  0.2334
30 H -2.119 -4.076 1.976  0.2111
31 O 0.914 6.778 2.366  -0.7275
32 C 1.078 5.748 3.018  0.7116
33 O 1.371 5.542 4.223  -0.7541
34 C 0.785 4.478 2.266  -0.0441
35 C 1.052 3.241 2.829  -0.2411
36 C 0.877 2.048 2.110  0.0082
37 N 0.334 2.083 0.912  -0.5961
38 C 0.103 3.288 0.321  0.0694
39 C 0.300 4.516 0.938  -0.2058
40 C -0.386 3.208 -1.073  0.7295
41 O -0.033 4.144 -1.779  -0.7077
42 O -1.130 2.236 -1.392  -0.8321
43 H 1.496 3.138 3.772  0.2389
44 H 0.993 1.032 2.470  0.2012
45 H 0.247 5.477 0.466  0.2724
46 N 3.641 0.411 0.364  -0.6550
47 N 3.350 1.766 0.139  -0.4479
48 C 2.537 2.060 -0.900  0.6371
49 N 2.432 3.326 -1.241  -0.7546
50 N 1.944 1.009 -1.475  -0.5574
51 N 1.575 1.108 -2.808  0.6249
52 O 0.599 0.428 -3.123  -0.4506
53 O 2.238 1.714 -3.648  -0.4076
54 H 4.395 0.130 -0.287  0.3537
55 H 2.808 -0.129 0.237  0.4041
56 H 3.347 2.380 0.958  0.4027
57 H 2.945 4.009 -0.682  0.4102
58 H 1.762 3.675 -1.901  0.4592

=====

DFT (wB97M-V/def2-TZVPD) results for one molecule with the formula C21H19ClFN5O2 in a non-equilibrium geometry.

Properties
SMILES string = NC1(Cn2c(CN3C(=O)C4(CC4)c4ccncc43)nc3cc(Cl)cc(F)c32)COC1
Charge = 0
Energy = -1795.8373 a.u.
HOMO energy = -8.75 eV
Maximum force = 0.129 Eh/bohr
Kohn-Sham gap = 9.27 eV

Last column: natural (NBO) charge in e.
Cartesian coordinates (Å):
1 N 2.209 1.322 2.889  -0.8278
2 C 3.110 0.409 2.041  0.0879
3 C 2.288 -0.742 1.399  -0.2296
4 N 1.518 -0.356 0.172  -0.3702
5 C 0.381 0.488 0.017  0.4156
6 C -0.669 0.659 1.140  -0.2771
7 N -1.962 0.194 0.811  -0.4110
8 C -2.345 -1.083 1.136  0.6953
9 O -1.567 -1.871 1.765  -0.6344
10 C -3.564 -1.495 0.346  -0.1996
11 C -3.597 -2.844 -0.373  -0.3649
12 C -4.604 -2.497 0.750  -0.3724
13 C -4.003 -0.287 -0.398  0.0275
14 C -5.189 0.034 -1.056  -0.2663
15 C -5.211 1.358 -1.645  0.0501
16 N -4.318 2.259 -1.317  -0.4129
17 C -3.195 1.944 -0.565  0.0025
18 C -2.980 0.682 -0.124  0.1291
19 N 0.198 1.156 -1.069  -0.4734
20 C 1.269 0.825 -1.818  0.1956
21 C 1.500 1.154 -3.140  -0.2686
22 C 2.658 0.566 -3.764  -0.0369
23 Cl 3.115 1.065 -5.348  0.0237
24 C 3.433 -0.404 -3.101  -0.3141
25 C 3.114 -0.749 -1.800  0.3871
26 F 3.890 -1.763 -1.226  -0.3398
27 C 2.100 -0.142 -1.092  0.0039
28 C 4.053 1.235 1.150  -0.0793
29 O 5.185 0.568 1.740  -0.5197
30 C 4.426 -0.151 2.714  -0.0758
31 H 2.681 2.017 3.273  0.3499
32 H 1.494 1.752 2.285  0.3484
33 H 3.121 -1.369 0.973  0.2442
34 H 1.668 -1.247 2.226  0.2607
35 H -0.386 0.319 2.152  0.2645
36 H -0.677 1.704 1.369  0.2209
37 H -2.868 -3.631 -0.228  0.2440
38 H -3.927 -2.780 -1.437  0.2209
39 H -4.466 -3.049 1.705  0.2414
40 H -5.570 -2.242 0.511  0.2135
41 H -6.012 -0.686 -1.193  0.2270
42 H -5.982 1.707 -2.360  0.2010
43 H -2.521 2.686 -0.302  0.1985
44 H 0.945 2.026 -3.643  0.2493
45 H 4.126 -1.012 -3.703  0.2527
46 H 3.966 1.107 0.119  0.1851
47 H 3.959 2.232 1.406  0.1686
48 H 4.477 0.151 3.763  0.1724
49 H 4.729 -1.217 2.848  0.1925

=====

DFT (wB97M-V/def2-TZVPD) results for one molecule with the formula C21H19ClN2O4 in a non-equilibrium geometry.

Properties
SMILES string = O=C1C2=C(CCCC2)[C@@](O)(c2ccc(Cl)cc2)N1Cc1ccc([N+](=O)[O-])cc1
Charge = 0
Relative energy (zero: lowest compared OMol25 entry of this formula, charge and spin) = 102.6 kcal per mole
Energy = -1682.1284 a.u.
HOMO energy = -8.96 eV
Maximum force = 0.139 Eh/bohr
Kohn-Sham gap = 8.13 eV

Last column: natural (NBO) charge in e.
Cartesian coordinates (Å):
1 O 2.442 0.727 1.849  -0.6087
2 C 1.535 0.730 1.057  0.6259
3 C 1.146 1.922 0.379  -0.0664
4 C 0.008 1.599 -0.498  0.0796
5 C -0.612 2.682 -1.329  -0.4717
6 C -0.200 4.055 -0.805  -0.3981
7 C 1.345 4.214 -0.820  -0.3862
8 C 1.924 3.216 0.276  -0.4372
9 C -0.105 0.142 -0.515  0.3900
10 O -1.394 -0.347 0.039  -0.7481
11 C 0.186 -0.340 -1.858  -0.0755
12 C 1.452 -0.074 -2.442  -0.1967
13 C 1.597 -0.377 -3.799  -0.2214
14 C 0.604 -0.879 -4.627  -0.0319
15 Cl 0.954 -1.494 -6.235  0.0066
16 C -0.618 -1.195 -4.003  -0.2114
17 C -0.862 -0.864 -2.658  -0.1938
18 N 0.827 -0.323 0.530  -0.4617
19 C 1.067 -1.787 0.848  -0.2517
20 C 0.050 -2.157 1.852  -0.0329
21 C -0.999 -3.013 1.509  -0.2324
22 C -2.114 -3.125 2.317  -0.1553
23 C -2.062 -2.620 3.660  0.0224
24 N -3.136 -2.935 4.470  0.5086
25 O -2.886 -3.084 5.685  -0.3993
26 O -4.206 -2.907 3.974  -0.3424
27 C -0.850 -2.007 4.109  -0.1639
28 C 0.248 -1.836 3.239  -0.1854
29 H -0.295 2.730 -2.446  0.2285
30 H -1.695 2.430 -1.361  0.2413
31 H -0.597 4.271 0.230  0.2074
32 H -0.627 4.923 -1.398  0.2167
33 H 1.640 3.909 -1.843  0.1936
34 H 1.731 5.212 -0.675  0.2208
35 H 1.967 3.658 1.294  0.2318
36 H 2.893 2.934 -0.141  0.2284
37 H -1.178 -0.898 0.828  0.4968
38 H 2.262 0.436 -1.959  0.2335
39 H 2.581 -0.365 -4.215  0.2214
40 H -1.337 -1.684 -4.628  0.2247
41 H -1.882 -1.069 -2.274  0.2504
42 H 2.115 -1.949 1.022  0.2486
43 H 0.936 -2.480 0.031  0.2251
44 H -1.271 -3.466 0.574  0.2354
45 H -3.015 -3.517 1.957  0.2365
46 H -0.689 -1.676 5.183  0.2513
47 H 1.123 -1.322 3.616  0.2468

=====

DFT (wB97M-V/def2-TZVPD) results for C21H19ClN6O2 as an isolated structure in a non-equilibrium geometry.

Properties
Charge = 0
Relative energy (zero: lowest compared OMol25 entry of this formula, charge and spin) = 83.2 kcal per mole
Energy = -1750.6717 a.u.
HOMO energy = -8.07 eV
Maximum force = 0.137 Eh/bohr
Kohn-Sham gap = 8.10 eV

Last column: natural (NBO) charge in e.
Cartesian coordinates (Å):
1 Cl 1.615 4.952 2.831  0.0387
2 N -1.549 6.047 -0.065  -0.4750
3 N 2.317 1.218 1.686  -0.4641
4 N 0.981 2.229 0.035  -0.5064
5 O 0.362 -1.230 -2.101  -0.5071
6 O 0.141 -5.025 0.702  -0.5012
7 C -1.456 5.466 -1.240  0.3268
8 C -0.711 5.331 0.801  0.0069
9 C -2.301 5.688 -2.369  -0.2275
10 C -2.007 4.982 -3.546  -0.1753
11 C -0.866 4.110 -3.585  -0.2727
12 C -0.255 3.797 -2.343  0.0415
13 C 0.035 4.408 0.136  -0.0034
14 C 1.646 1.247 0.585  0.5512
15 C 2.306 2.435 2.265  0.1011
16 C 0.967 3.387 0.642  0.2231
17 C 1.547 -3.217 1.444  -0.2749
18 C 0.249 -3.161 -0.534  -0.2686
19 C 1.983 -1.876 1.160  -0.2129
20 C 1.620 3.565 1.811  -0.1721
21 C 0.661 -3.772 0.536  0.2432
22 C 0.688 -1.863 -0.940  0.2886
23 C 1.548 -1.148 -0.002  0.0943
24 N -0.591 4.432 -1.139  -0.2993
25 N 1.774 0.265 -0.292  -0.5589
26 N -2.399 -4.950 2.686  -0.6233
27 C 0.384 -2.097 -3.185  -0.2427
28 C -1.681 -6.016 2.063  -0.2111
29 C -1.166 -4.157 2.700  -0.2480
30 C -0.316 -5.223 2.011  0.0704
31 H -0.899 5.349 1.865  0.2229
32 H -3.154 6.337 -2.395  0.2421
33 H -2.446 4.972 -4.468  0.2104
34 H -0.568 3.664 -4.497  0.2220
35 H 0.581 3.131 -2.492  0.2281
36 H 2.861 2.444 3.209  0.2079
37 H 1.860 -3.731 2.438  0.2321
38 H -0.403 -3.757 -1.241  0.2251
39 H 2.434 -1.451 1.995  0.2341
40 H 1.291 0.588 -1.015  0.3982
41 H -3.186 -4.657 2.036  0.3606
42 H -0.002 -1.668 -4.137  0.1948
43 H -0.257 -2.902 -3.038  0.1729
44 H 1.426 -2.380 -3.349  0.1813
45 H -1.627 -6.934 2.583  0.1809
46 H -2.064 -6.172 1.137  0.1884
47 H -1.220 -3.206 2.239  0.2031
48 H -0.652 -3.989 3.650  0.1877
49 H 0.500 -5.464 2.727  0.1661

=====

DFT (wB97M-V/def2-TZVPD) results for one molecule with the formula C21H19FO4 in a non-equilibrium geometry.

Properties
SMILES string = CC(=O)OCCc1ccc2c(c1CCCF)C(=O)c1ccccc1C2=O
Charge = 0
Relative energy (zero: lowest compared OMol25 entry of this formula, charge and spin) = 508.6 kcal per mole
Energy = -1211.6441 a.u.
HOMO energy = -8.89 eV
Maximum force = 0.165 Eh/bohr
Kohn-Sham gap = 7.20 eV

Last column: natural (NBO) charge in e.
Cartesian coordinates (Å):
1 C 3.327 -1.456 1.852  -0.7192
2 C 3.877 0.096 1.564  0.7907
3 O 5.203 0.242 1.492  -0.5968
4 O 2.868 1.163 1.460  -0.5363
5 C 3.415 2.397 0.874  -0.0896
6 C 2.262 3.306 0.077  -0.4734
7 C 0.760 2.627 0.130  0.0106
8 C -0.380 3.489 0.998  -0.2040
9 C -1.929 2.946 1.185  -0.1892
10 C -2.286 1.501 0.465  -0.0867
11 C -1.178 0.606 -0.412  -0.1170
12 C 0.373 1.165 -0.584  0.0556
13 C 1.524 0.318 -1.388  -0.4704
14 C 1.283 0.176 -3.004  -0.4445
15 C 1.600 -1.425 -3.370  0.0430
16 F 1.093 -1.830 -4.702  -0.3837
17 C -1.733 -0.809 -1.026  0.5122
18 O -1.458 -1.323 -2.227  -0.5339
19 C -2.784 -1.669 -0.077  -0.0955
20 C -2.657 -3.303 -0.112  -0.1918
21 C -3.759 -4.145 0.823  -0.2124
22 C -4.879 -3.290 1.681  -0.2227
23 C -4.968 -1.620 1.686  -0.1799
24 C -3.882 -0.793 0.778  -0.1153
25 C -3.824 0.873 0.651  0.5235
26 O -4.912 1.658 0.733  -0.5242
27 H 2.354 -1.706 1.242  0.2346
28 H 3.158 -1.518 3.015  0.2524
29 H 4.143 -2.273 1.556  0.2568
30 H 4.257 2.203 0.051  0.2118
31 H 3.932 2.992 1.753  0.2097
32 H 2.559 3.545 -1.030  0.2415
33 H 2.253 4.346 0.661  0.2370
34 H -0.115 4.508 1.532  0.2381
35 H -2.684 3.577 1.836  0.2649
36 H 1.575 -0.751 -0.873  0.2295
37 H 2.615 0.778 -1.252  0.2367
38 H 0.175 0.473 -3.295  0.2532
39 H 2.011 0.806 -3.672  0.2182
40 H 2.753 -1.659 -3.200  0.1735
41 H 1.029 -2.055 -2.533  0.1764
42 H -1.859 -3.889 -0.769  0.2647
43 H -3.674 -5.318 0.791  0.2459
44 H -5.649 -3.926 2.318  0.2418
45 H -5.787 -1.033 2.323  0.2641

=====

DFT (wB97M-V/def2-TZVPD) results for C21H19LuN2O7 as an isolated structure in a non-equilibrium geometry.

Properties
Charge = 0
Energy = -2683.1632 a.u.
HOMO energy (spin up / spin down) = -7.90 / -6.34 eV
Maximum force = 0.227 Eh/bohr
Kohn-Sham gap (spin up / spin down) = 6.97 / 5.99 eV

Last column: Löwdin charge in e.
Cartesian coordinates (Å):
1 Lu 0.935 0.498 -1.010  1.7981
2 O 4.898 0.412 -0.138  0.0480
3 C 3.629 0.449 -0.269  -0.5724
4 O 2.945 -0.013 -1.218  -0.2425
5 C 2.912 0.990 0.974  -0.1184
6 C 1.984 -0.082 1.558  -0.2321
7 C 1.783 0.162 3.061  -0.0793
8 C 0.878 1.408 3.061  -0.0818
9 C 0.709 1.675 1.558  -0.2379
10 O 0.663 0.300 1.116  -0.1913
11 C 2.014 2.226 0.974  -0.1345
12 C 1.722 3.074 -0.269  -0.5893
13 O 2.078 4.293 -0.138  0.0286
14 O 1.071 2.567 -1.218  -0.1688
15 H 3.720 1.166 1.701  0.1682
16 H 2.217 -1.119 1.304  0.1648
17 H 1.243 -0.676 3.517  0.1245
18 H 2.717 0.308 3.610  0.1281
19 H -0.086 1.153 3.517  0.1245
20 H 1.305 2.251 3.610  0.1280
21 H -0.206 2.216 1.304  0.1726
22 H 2.432 2.939 1.701  0.1665
23 O -7.096 1.233 -0.979  0.1147
24 C -5.938 1.921 -1.032  -0.4639
25 O -5.926 3.142 -1.085  0.0998
26 C -4.679 1.114 -1.019  -0.1407
27 C -3.471 1.821 -1.000  0.0339
28 C -2.246 1.144 -0.996  -0.0219
29 C -2.184 -0.252 -1.011  -0.2437
30 C -3.393 -0.956 -1.031  -0.0014
31 C -4.629 -0.285 -1.038  -0.0054
32 N -0.898 -0.814 -1.010  -0.1101
33 C -0.685 -2.085 -1.006  -0.1262
34 C 0.696 -2.586 -1.008  -0.2652
35 C 0.955 -3.949 -1.008  -0.0290
36 C 2.288 -4.351 -1.010  -0.0605
37 C 3.292 -3.387 -1.011  -0.0335
38 C 2.923 -2.049 -1.012  -0.1160
39 N 1.643 -1.625 -1.010  -0.0462
40 H -7.043 0.269 -0.890  0.0991
41 H -3.468 2.911 -0.991  0.1328
42 H -1.319 1.713 -0.985  -0.0365
43 H -3.410 -2.040 -1.048  0.0995
44 H -5.518 -0.903 -1.069  0.1075
45 H -1.480 -2.847 -1.001  0.1127
46 H 0.156 -4.680 -1.007  0.1118
47 H 2.544 -5.407 -1.010  0.1074
48 H 4.339 -3.669 -1.012  0.1091
49 H 3.671 -1.261 -1.013  0.0847
50 H -0.691 1.679 -1.010  0.0838

=====

Question: Which formula does entry 6 have?
Answer: C21H19LuN2O7

=====

Question: Which formula does entry 4 have?
Answer: C21H19ClN6O2

=====

Question: Which of these has the highest maximum force?
Answer: C21H19LuN2O7